Below is a structure of composition C28H25BCrO7, with properties calculated with the ωB97M-V functional and the def2-TZVPD basis.

Geometry (Å):
C (-7.269, -0.961, 3.808)
C (-5.852, -1.236, 3.837)
C (-5.180, -2.401, 4.224)
C (-3.813, -2.184, 3.912)
C (-3.692, -0.910, 3.303)
B (-3.008, -0.756, 1.780)
O (-2.641, 0.639, 1.581)
C (-2.046, 0.600, 0.353)
C (-2.135, -0.746, -0.408)
C (-1.496, -0.734, -1.774)
C (-3.664, -0.939, -0.411)
O (-4.129, -1.154, 0.910)
C (-1.389, -1.787, 0.511)
O (-1.908, -1.712, 1.824)
O (-4.960, -0.318, 3.344)
H (-7.799, -1.785, 4.295)
H (-7.517, -0.034, 4.335)
H (-7.635, -0.894, 2.775)
H (-5.643, -3.292, 4.625)
H (-3.004, -2.879, 4.053)
H (-2.386, 1.449, -0.272)
H (-0.842, 0.735, 0.695)
H (-1.843, -1.628, -2.301)
H (-1.729, 0.165, -2.351)
H (-0.412, -0.789, -1.660)
H (-4.116, -0.008, -0.817)
H (-3.946, -1.812, -1.016)
H (-1.552, -2.811, 0.117)
H (-0.306, -1.554, 0.533)
O (6.408, -0.126, -4.342)
C (5.995, -0.197, -3.252)
Cr (5.444, -0.010, -1.429)
C (4.523, 1.520, -2.041)
O (4.100, 2.483, -2.546)
C (7.018, 1.086, -1.460)
O (7.945, 1.765, -1.667)
C (6.173, -1.811, -0.489)
C (5.099, -2.109, -1.340)
C (3.881, -1.422, -1.172)
C (3.677, -0.627, -0.021)
C (2.361, -0.138, 0.332)
C (1.331, 0.445, 0.650)
C (0.185, 1.348, 0.722)
C (0.140, 2.183, -0.579)
C (-0.721, 3.299, -0.691)
C (-0.842, 3.997, -1.898)
C (-0.117, 3.598, -3.022)
C (0.716, 2.479, -2.931)
C (0.851, 1.794, -1.721)
C (4.834, -0.118, 0.608)
C (6.060, -0.790, 0.461)
H (7.123, -2.336, -0.616)
H (5.193, -2.825, -2.159)
H (3.049, -1.580, -1.866)
H (0.199, 2.025, 1.586)
H (-1.328, 3.594, 0.161)
H (-1.559, 4.816, -1.968)
H (-0.241, 4.114, -3.975)
H (1.223, 2.110, -3.821)
H (1.514, 0.922, -1.672)
H (4.757, 0.735, 1.291)
H (6.921, -0.484, 1.062)

## Properties
E_tot in eV: -72838.676
Total charge: +3
Lowest unoccupied orbital energy (spin up / spin down) in Ha: -0.382 / -0.487
HOMO-LUMO gap (spin up / spin down) in eV: 6.7 / 3.6
Multiplicity: 4

Results of the Mulliken charge analysis, in e, for atoms 1 through 2: -1.04, 0.66